# 1
Formula: C3H8N4
Source: the OMol25 dataset
Level of theory: wB97M-V/def2-TZVPD

Results
Structure (SMILES): [H]/N=C(\N)C/C(N)=N\[H]
Energy above the lowest of the compared OMol25 structures with the same formula, charge and spin: 159.6 kJ/mol
E_HOMO: -9.254 eV
M: 100.125 g mol⁻¹
Maximum force: 5.15 eV Å⁻¹
Electronic energy: -9199.9789 eV

Structure (XYZ):
```
15
Properties=species:S:1:pos:R:3:forces:R:3
H 2.89469 -0.54755 -0.61026 0.9913 0.6184 -0.7994
N 2.12187 -0.96667 -0.15765 -2.6735 0.6633 0.8685
C 1.15445 -0.10547 0.02034 4.6007 1.7763 -1.4880
N 1.23989 1.27082 -0.42348 0.9611 -2.4016 -1.2353
C 0.03592 -0.54195 0.81617 0.2164 -0.0453 2.4950
C -1.14393 -0.42052 0.00499 -1.8763 0.7927 -1.6008
N -1.67321 0.94415 -0.01809 3.5348 -2.0382 1.0450
N -1.51913 -1.27312 -0.85596 -1.1003 -0.9924 1.0508
H -1.22910 -2.23777 -0.54827 0.3877 1.3793 -0.8877
H 1.71143 1.31352 -1.41466 -1.7564 0.4646 2.8109
H 0.39730 1.78684 -0.16702 0.4256 0.0450 -1.1527
H -0.11330 -0.04354 1.75489 0.2556 1.1988 0.4400
H 0.45357 -1.44718 1.18632 -0.8314 -1.6851 -0.2598
H -2.49607 0.94923 -0.47403 -3.3523 0.0252 -2.2691
H -1.83439 1.31922 0.88669 0.2169 0.1990 0.9826
```
Forces are in eV/Å.

---

# 2
Formula: C3H8N4O
Source: the OMol25 dataset
Level of theory: wB97M-V/def2-TZVPD

Results
Energy above the lowest of the compared OMol25 structures with the same formula, charge and spin: 826.6 kJ/mol
E_HOMO: -8.307 eV
M: 116.124 g mol⁻¹
Maximum force: 13.38 eV Å⁻¹
Electronic energy: -11241.0564 eV

Structure (XYZ):
```
16
Properties=species:S:1:pos:R:3:forces:R:3
C -0.50822 -0.65266 -0.14651 -1.5210 3.1257 -1.6372
C 1.78288 -0.65169 0.09446 1.8692 2.5125 -0.5007
C 1.40319 0.82822 -0.42135 -1.5059 1.8661 -1.8193
H -3.65447 -0.38390 -0.07096 3.2197 0.9136 -1.2610
H -2.63945 0.81713 -0.28440 1.2695 9.5378 2.8406
H 0.28379 -2.27304 0.37986 -0.0344 -3.2621 1.6165
H 2.28442 -0.24608 1.13815 -1.3333 -2.4428 -2.0313
H 2.58187 -0.94432 -0.67474 -1.0790 -0.4246 1.6916
H 1.50174 1.64238 0.42633 -0.1833 -1.7638 -1.9554
H 1.98052 1.42801 -1.50677 -1.8565 -2.5706 3.3573
H -0.30754 0.81797 1.31362 0.3803 -0.8240 1.3721
N -2.66082 -0.03324 -0.47587 -3.3497 -12.9478 -0.1887
N -1.63853 -0.98093 0.22468 -4.9486 1.3129 -1.0757
N 0.49840 -1.44132 -0.01234 6.4297 2.5367 -0.8699
N -0.23216 0.67471 -0.66118 2.9622 1.2039 3.5978
O -0.67563 1.39873 0.67703 -0.3187 1.2264 -3.1365
```
Forces are in eV/Å.

---

# 3
Formula: C3H8N4O
Source: the OMol25 dataset
Level of theory: wB97M-V/def2-TZVPD

Results
Energy above the lowest of the compared OMol25 structures with the same formula, charge and spin: 439.1 kJ/mol
E_HOMO: -9.335 eV
M: 116.124 g mol⁻¹
Maximum force: 0.93 eV Å⁻¹
Electronic energy: -11245.0732 eV

Structure (XYZ):
```
16
Properties=species:S:1:pos:R:3:forces:R:3
C -0.07384 -1.50685 0.04891 -0.2576 0.5536 0.1476
C 0.10904 -0.83976 -1.31687 0.0314 -0.0432 0.1062
N -0.18668 0.59489 -1.22901 -0.0124 -0.0307 0.0625
C -0.23923 1.32565 -0.06325 0.2355 0.0095 -0.2385
O 0.96512 -1.50795 0.86948 0.0175 0.6321 0.4158
N -0.74426 0.61541 1.10091 0.4049 0.0323 0.7580
N 0.16976 0.43335 2.00068 -0.5035 0.1203 -0.5092
N -0.02882 2.56643 0.10341 -0.0790 -0.2621 0.0422
H 0.90905 -0.46093 1.56312 0.1165 -0.6639 -0.6370
H 0.07372 1.13883 -2.03777 -0.0049 0.0015 0.1130
H -0.27616 0.09350 2.85537 -0.0834 0.0074 -0.1072
H 0.29098 3.02220 -0.74892 -0.0114 -0.0991 0.0220
H -0.91267 -0.72450 0.52809 0.1530 -0.3941 -0.2365
H -0.62322 -2.45647 0.01876 0.0196 0.1037 0.0075
H 1.13884 -1.00041 -1.65103 -0.0574 0.0065 0.0152
H -0.57163 -1.29337 -2.04189 0.0311 0.0265 0.0385
```
Forces are in eV/Å.

---

# 4
Formula: C3H8N4O
Source: the OMol25 dataset
Level of theory: wB97M-V/def2-TZVPD

Results
Multiplicity: 3
Energy above the lowest of the compared OMol25 structures with the same formula, charge and spin: 519.6 kJ/mol
E_HOMO (spin up / spin down): -14.579 / -20.016 eV
M: 116.124 g mol⁻¹
Maximum force: 10.74 eV Å⁻¹
Net charge: +2
Electronic energy: -11219.4256 eV

Structure (XYZ):
```
16
Properties=species:S:1:pos:R:3:forces:R:3
C -0.14368 0.48260 0.30079 2.5552 -7.5321 -5.5227
C -0.56690 -2.06999 0.83271 1.3564 1.1668 2.0357
C 0.94564 0.71974 -2.04241 -1.8415 -2.2458 -0.4851
N 0.00441 -0.72577 0.95317 1.4151 -1.5396 0.4182
N 0.81174 0.79130 -0.64692 3.4892 1.0984 0.5973
N -0.80690 -1.13731 2.01194 3.7236 -1.8660 4.1370
N 0.61760 2.01260 -1.41952 4.7302 2.5460 1.6157
O -0.79126 1.31155 0.81167 -6.0604 7.6584 4.4737
H -1.47880 -2.21171 0.34534 -1.2314 -0.4313 -1.1470
H 0.18095 -2.87163 1.00598 -0.7355 0.5374 -0.1963
H 1.88163 0.33441 -2.46004 0.6042 1.4920 0.4082
H 0.20172 0.14611 -2.56368 -1.1487 0.6568 -0.4324
H -1.68397 -0.79477 2.21250 -3.1280 1.3700 -0.7464
H -0.40333 -1.20406 3.08291 -0.1369 -0.3723 -3.2303
H 1.50647 2.78705 -1.26552 -3.0091 -2.5410 -0.6604
H -0.27531 2.42988 -1.15894 -0.5821 0.0022 -1.2654
```
Forces are in eV/Å.

---

# 5
Formula: C3H8N4S
Source: the OMol25 dataset
Level of theory: wB97M-V/def2-TZVPD

Results
Structure (SMILES): [H]/N=C(/N)NN(C)C=S
Energy above the lowest of the compared OMol25 structures with the same formula, charge and spin: 82.5 kJ/mol
E_HOMO: -8.573 eV
M: 132.192 g mol⁻¹
Maximum force: 1.43 eV Å⁻¹
Electronic energy: -20035.3821 eV

Structure (XYZ):
```
16
Properties=species:S:1:pos:R:3:forces:R:3
H 1.63064 1.78576 -1.90627 -0.2976 0.2995 -0.7994
N 2.05447 1.43694 -1.07526 0.2351 -0.2337 0.7788
C 1.21192 0.84910 -0.33213 -0.6325 -0.4678 0.4252
N 1.60782 0.23426 0.86262 0.2165 0.7293 -0.2002
N -0.16106 0.73350 -0.59307 0.2954 0.4427 0.0139
N -0.93674 -0.25149 -0.04088 0.1416 -0.5399 -0.2088
C -0.61370 -1.62055 -0.47227 0.2092 0.2062 1.0145
C -1.78818 0.01192 0.96647 0.5661 1.3007 0.1414
S -1.96716 1.46969 1.73596 -0.0566 -0.9548 -0.3882
H 2.45185 0.73670 1.12059 0.1032 -0.4701 0.2241
H 0.93204 0.28823 1.62057 -0.0548 0.1039 -0.2743
H -0.47964 0.99856 -1.50346 0.0567 0.2380 -0.3653
H 0.31304 -1.89871 0.09422 -0.6608 -0.1462 -0.8784
H -0.48064 -1.64982 -1.56347 -0.0023 -0.0566 0.4789
H -1.45256 -2.24388 -0.14964 0.2799 -0.1736 -0.2528
H -2.32211 -0.88022 1.23602 -0.3991 -0.2778 0.2906
```
Forces are in eV/Å.

---

# 6
Formula: C3H8N5
Source: the OMol25 dataset
Level of theory: wB97M-V/def2-TZVPD

Results
Structure (SMILES): N=[N+]=NC/N=C\CN
Energy above the lowest of the compared OMol25 structures with the same formula, charge and spin: 646.6 kJ/mol
E_HOMO: -13.902 eV
M: 114.132 g mol⁻¹
Maximum force: 6.09 eV Å⁻¹
Net charge: +1
Electronic energy: -10677.7787 eV

Structure (XYZ):
```
16
Properties=species:S:1:pos:R:3:forces:R:3
N 2.91886 0.04531 -0.43085 4.1324 -1.8758 -2.5349
N 2.05273 0.48190 0.16162 -2.9482 1.3543 1.7363
N 1.14884 0.97603 0.61837 1.7192 -0.6123 1.1712
C -0.08694 1.80895 0.53932 1.1206 2.6281 2.3169
N -1.20409 1.44848 -0.08300 -2.4087 -1.4451 -0.8106
C -1.86397 0.38402 -0.25234 -0.2195 -1.0598 -1.5244
C -1.44914 -1.09261 -0.09770 3.5983 1.6946 -1.2023
N 0.08052 -1.05511 -0.18495 1.9479 -5.6689 -1.0666
H 3.61392 -0.72795 -0.33835 -1.1629 0.7917 0.4763
H 0.41561 2.63988 -0.00350 -0.6999 0.0521 0.5546
H -0.30117 2.07089 1.65372 0.4624 -0.1923 -2.0177
H -2.77446 0.45756 -0.88051 0.1280 0.4162 0.8711
H -1.58085 -1.52390 0.84482 -0.9984 -0.4570 1.4684
H -1.82516 -1.69953 -0.88974 -0.8759 -0.2494 -0.3890
H 0.48117 -1.07371 -1.14539 -1.3714 1.1673 -0.0474
H 0.56773 -2.16798 -0.14422 -2.4236 3.4563 0.9981
```
Forces are in eV/Å.

---

# 7
Formula: C3H8NO
Source: the OMol25 dataset
Level of theory: wB97M-V/def2-TZVPD

Results
Energy above the lowest of the compared OMol25 structures with the same formula, charge and spin: 83.0 kJ/mol
E_HOMO: -2.155 eV
M: 74.103 g mol⁻¹
Maximum force: 2.91 eV Å⁻¹
Net charge: -1
Electronic energy: -6777.1321 eV

Structure (XYZ):
```
13
Properties=species:S:1:pos:R:3:forces:R:3
C -1.32164 0.94636 -2.12550 0.8094 -0.2553 0.6843
O -0.06190 0.36219 -1.92825 -0.2591 -0.0922 -0.0470
H -1.95814 0.73734 -1.25773 -0.3343 -0.1036 -0.1130
H -1.22466 2.04076 -2.14144 -0.2577 0.0729 -0.4948
H -1.76535 0.52565 -3.03343 -0.2838 0.3835 -0.0720
C 1.90575 -0.54116 2.00657 -0.0906 0.6528 0.4357
C 0.57573 -0.55874 1.69437 -0.1210 -2.7208 -1.0189
N -0.02492 -0.45596 0.49917 -0.1120 0.7494 -0.3457
H 2.70291 -0.31362 1.31055 -0.0563 0.2778 -0.0170
H 2.13812 -0.74730 3.04421 0.3055 -0.0469 -0.0452
H 0.02063 -1.21022 2.39172 -0.3217 0.8944 0.6246
H -0.96568 -0.82856 0.47094 -0.0486 -0.0706 0.6884
H -0.02084 0.04327 -0.93119 0.7701 0.2586 -0.2794
```
Forces are in eV/Å.

---

# 8
Formula: C3H8NO
Source: the OMol25 dataset
Level of theory: wB97M-V/def2-TZVPD

Results
Energy above the lowest of the compared OMol25 structures with the same formula, charge and spin: 163.5 kJ/mol
E_HOMO: -2.313 eV
M: 74.103 g mol⁻¹
Maximum force: 2.17 eV Å⁻¹
Net charge: -1
Electronic energy: -6776.2970 eV

Structure (XYZ):
```
13
Properties=species:S:1:pos:R:3:forces:R:3
C -2.04505 0.30406 -0.35991 0.3276 -0.9897 -1.5242
O -1.28219 0.15445 0.71534 -0.8211 0.2142 0.7892
H -2.27666 -0.71433 -0.87097 -0.0987 0.6281 0.1172
H -1.48812 0.85952 -1.18673 -0.3472 0.0482 -0.0430
H -3.07342 0.79976 -0.36238 0.5020 -0.0499 0.6173
C 1.35876 0.77884 0.70741 1.7551 -1.2695 -0.1840
C 1.21934 -1.33218 -0.26780 -0.1454 -0.2892 -0.2725
N 2.00487 -0.50360 0.26543 0.0394 0.0125 0.6558
H 0.95564 1.11157 -0.23881 -0.8690 0.9426 0.5112
H 0.70078 0.58646 1.55177 -0.5342 0.1873 -0.6536
H 2.16986 1.41446 1.07262 0.0446 0.2200 -0.3129
H 1.60676 -2.29732 -0.61190 0.2144 0.1007 0.0626
H 0.14944 -1.16169 -0.41406 -0.0675 0.2448 0.2369
```
Forces are in eV/Å.

---

# 9
Formula: C3H8NO
Source: the OMol25 dataset
Level of theory: wB97M-V/def2-TZVPD

Results
Structure (SMILES): CCNC[O-]
Energy above the lowest of the compared OMol25 structures with the same formula, charge and spin: 25.3 kJ/mol
E_HOMO: -2.270 eV
M: 74.103 g mol⁻¹
Maximum force: 1.22 eV Å⁻¹
Net charge: -1
Electronic energy: -6777.7302 eV

Structure (XYZ):
```
13
Properties=species:S:1:pos:R:3:forces:R:3
C 1.63104 -0.26747 -0.72997 -0.0965 -0.0835 -0.9318
C 0.10521 -0.27603 -0.65289 0.6560 -0.0810 0.1000
N -0.40374 0.78789 0.18368 -0.3971 0.4241 0.2164
C -1.59857 0.32098 1.00114 0.5782 -0.8616 0.6431
O -1.36977 -0.76843 1.75450 -0.0835 0.2907 -0.3825
H 1.96626 0.66518 -1.20611 0.0761 0.0450 0.4550
H 2.10019 -0.41741 0.24341 0.0209 0.0596 -0.0536
H 1.95775 -1.05007 -1.43802 0.0205 -0.0015 0.4224
H -0.23281 -0.12602 -1.68722 -0.3270 -0.2060 0.0871
H -0.21618 -1.25059 -0.25959 -0.1206 0.0782 -0.1369
H 0.26994 1.00262 0.91310 0.2191 -0.1998 -0.1294
H -1.80796 1.20864 1.63572 -0.3798 0.2728 -0.2884
H -2.40137 0.17072 0.24225 -0.1662 0.2632 -0.0013
```
Forces are in eV/Å.

---

# 10
Formula: C3H8NO
Source: the OMol25 dataset
Level of theory: wB97M-V/def2-TZVPD

Results
Energy above the lowest of the compared OMol25 structures with the same formula, charge and spin: 293.4 kJ/mol
E_HOMO: -2.418 eV
M: 74.103 g mol⁻¹
Maximum force: 3.08 eV Å⁻¹
Net charge: -1
Electronic energy: -6774.9515 eV

Structure (XYZ):
```
13
Properties=species:S:1:pos:R:3:forces:R:3
C 0.60075 -0.43902 2.03656 0.3381 0.6170 0.9135
O -0.19927 -0.97338 1.12972 -0.2255 0.0559 -0.8822
H 1.70486 -0.65750 1.91192 -0.0802 -0.3920 0.2325
H 0.67964 0.71960 2.05732 -0.4732 -0.5509 0.1351
H 0.30032 -0.75613 3.10294 0.6074 0.4393 -0.5033
C -1.46306 0.37757 -1.65565 2.2473 1.4138 1.5571
C 0.94298 0.14487 -1.01923 -0.4004 0.2172 1.1352
N -0.00844 0.20558 -1.83053 -0.7892 -1.4431 -0.8480
H -1.54876 0.76407 -0.62635 -0.5095 -0.3321 -0.0817
H -1.82625 -0.63807 -1.68275 -0.7603 0.0045 -0.2418
H -1.95144 1.11932 -2.27977 0.0151 -0.2861 -0.6568
H 1.29848 0.93726 -0.32153 -0.5797 0.0407 0.1226
H 1.47018 -0.80417 -0.82267 0.6100 0.2155 -0.8823
```
Forces are in eV/Å.

---

# 11
Formula: C3H8NO
Source: the OMol25 dataset
Level of theory: wB97M-V/def2-TZVPD

Results
Structure (SMILES): C[N@H+]1C[C@@H]1O
Energy above the lowest of the compared OMol25 structures with the same formula, charge and spin: 179.2 kJ/mol
E_HOMO: -16.221 eV
M: 74.103 g mol⁻¹
Maximum force: 3.93 eV Å⁻¹
Net charge: +1
Electronic energy: -6769.3120 eV

Structure (XYZ):
```
13
Properties=species:S:1:pos:R:3:forces:R:3
C -1.35729 -0.52802 0.12933 -3.8488 -0.4136 0.7051
N -0.10965 -0.27258 -0.47021 -0.3812 -1.4786 -3.2199
C 0.19783 1.14953 -0.48085 -0.1204 0.3773 3.5539
C 0.99705 0.20074 0.35596 0.1486 -0.5221 2.2940
O 2.18332 -0.32885 0.07605 1.7976 -1.6721 0.8056
H -1.31324 -0.28009 1.22348 -0.0032 -0.5919 -0.9670
H -2.10882 0.23560 -0.29861 0.8312 -1.6056 0.5058
H -1.67962 -1.59193 -0.06930 0.1997 1.2685 0.5048
H 0.09275 -0.81338 -1.41637 -0.1849 1.4590 2.6124
H -0.51743 1.75304 0.18023 1.0445 -0.7765 -1.5576
H 0.48657 1.47763 -1.40340 1.0044 1.2312 -2.0143
H 0.72493 0.11105 1.45877 0.0953 0.5385 -1.5511
H 2.40361 -1.11275 0.71492 -0.5827 2.1858 -1.6716
```
Forces are in eV/Å.

---

# 12
Formula: C3H8NO
Source: the OMol25 dataset
Level of theory: wB97M-V/def2-TZVPD

Results
Energy above the lowest of the compared OMol25 structures with the same formula, charge and spin: 396.5 kJ/mol
E_HOMO: -15.147 eV
M: 74.103 g mol⁻¹
Maximum force: 4.45 eV Å⁻¹
Net charge: +1
Electronic energy: -6767.0599 eV

Structure (XYZ):
```
13
Properties=species:S:1:pos:R:3:forces:R:3
C 0.44598 -0.06668 0.10865 0.3856 -3.7022 2.4304
C 0.17687 -0.12849 1.40633 -0.8692 2.0595 -0.2782
C 1.37840 -0.87371 -1.95456 0.9974 -0.8914 -0.4793
N 0.57601 -1.03354 -0.73946 -0.8609 1.9586 -2.1174
H -1.63103 1.01775 0.80001 -0.1935 0.4549 -0.6604
H -0.16839 -1.08814 1.79348 1.5659 -0.4209 0.2766
H -0.01622 0.72145 2.04903 -0.3113 0.1187 -0.2659
H 2.23876 -0.23331 -1.79957 -0.0230 0.1649 0.2785
H 0.75003 -0.45534 -2.74727 -0.0326 -0.0305 0.2514
H -0.18060 -1.71059 -0.87823 -0.4459 0.4832 -0.0083
H 1.72631 -1.85635 -2.27590 -0.0675 0.0536 0.0314
H -2.13452 2.54733 0.73761 0.2219 -0.2263 -0.4048
O -2.12236 1.71905 1.22256 -0.3670 -0.0222 0.9460
```
Forces are in eV/Å.

---

maximum force of number 4 (C3H8N4O)? 10.74 eV Å⁻¹

---

The lowest electronic energy belongs to which entry? C3H8N4S

---

Which formula does entry 5 have? C3H8N4S